Record 1
Entry from OMol25: a structure of composition C2H4O4SSm (ωB97M-V/def2-TZVPD).

As for the spin multiplicity: 7. As for the HOMO energy (spin up / spin down): -6.7 / -8.0 eV. The gap between HOMO and LUMO (spin up / spin down) comes out at 6.0 / 7.2 eV.

Each line ends with the Löwdin charge.
Geometry (Å):
S1 2.4751 0.6847 0.4810  0.71
O1 2.8111 -0.3473 -0.5502  -0.50
O2 2.2166 2.0497 -0.2651  -0.74
O3 0.8654 0.4084 0.8572  -0.69
C1 -0.5232 -1.0185 0.2470  -0.08
C2 -1.7490 -0.2768 -0.2054  -0.37
O4 -1.6330 0.9687 -0.5613  -0.34
Sm1 0.1013 2.3559 -0.1995  1.44
H1 -0.7187 -2.0719 0.4950  0.09
H2 0.1056 -1.1535 -0.6491  0.10
H3 -1.5308 -0.7033 1.1764  0.21
H4 -2.4204 -0.8960 -0.8260  0.15

---

Record 2
Entry from OMol25: an isolated molecule of C8H4FNO (ωB97M-V/def2-TZVPD).

As for the HOMO energy: -9.8 eV. The gap between HOMO and LUMO comes out at 8.3 eV. As for the SMILES: O=C1N=C(F)c2ccccc21.

Each line ends with the Löwdin charge.
Geometry (Å):
O1 2.2440 2.3165 -0.0722  0.15
C1 1.9046 1.1836 0.0482  -0.49
N1 2.7651 0.1164 -0.0145  0.19
C2 1.9282 -1.0528 0.1216  -0.15
F1 2.4083 -2.2694 0.0199  0.16
C3 0.5105 -0.7186 0.1530  -0.11
C4 -0.6737 -1.4081 -0.0188  -0.01
C5 -1.8297 -0.7136 0.0073  -0.09
C6 -1.9100 0.6560 0.0049  -0.03
C7 -0.6975 1.3717 0.0241  0.02
C8 0.4887 0.6853 0.1500  -0.09
H1 -0.8237 -2.5250 -0.1786  0.15
H2 -2.7013 -1.2214 -0.0362  0.08
H3 -2.8235 1.1055 -0.0264  0.08
H4 -0.7899 2.4740 -0.1825  0.14

---

Record 3
Entry from OMol25: a structure of composition C4H19MnN2OSi (ωB97M-V/def2-TZVPD).

As for the spin multiplicity: 4. As for the net charge: +1. As for the HOMO energy (spin up / spin down): -12.4 / -12.5 eV. The gap between HOMO and LUMO (spin up / spin down) comes out at 6.0 / 8.1 eV. Its relative energy (zero: lowest compared OMol25 entry of this formula, charge and spin) is 1.739 eV.

Each line ends with the Löwdin charge.
Geometry (Å):
C1 -1.9190 0.2909 -0.9018  -0.16
Mn1 -0.3096 0.2166 -0.0551  0.77
N1 1.9318 0.0759 0.6651  -0.01
N2 0.6989 -0.8142 -1.7756  0.07
H1 2.1200 -0.7656 1.2044  0.07
H2 0.4306 1.5991 -0.1644  0.12
H3 -2.4470 1.0177 -0.2208  0.08
H4 -2.0671 -0.8029 -0.8460  0.07
H5 -1.7997 0.7847 -1.8543  0.04
H6 1.1290 -1.7236 -1.6889  0.09
H7 1.3375 -0.1646 -2.1189  0.04
H8 -0.0750 -0.8971 -2.4707  0.10
H9 2.7347 0.1508 -0.0057  0.08
H10 2.0962 0.8376 1.3379  0.05
C2 -1.8175 0.8728 4.3600  -0.17
Si1 -0.3502 0.0154 3.5172  0.26
C3 1.2215 0.9072 4.1393  -0.18
C4 -0.2615 -1.7562 4.2015  -0.17
O1 -0.4451 0.0187 1.9374  -0.41
H11 -1.7697 0.8276 5.4542  0.04
H12 -2.7658 0.4146 4.0576  0.03
H13 -1.8674 1.9313 4.0803  0.03
H14 1.1812 1.0961 5.2214  0.04
H15 2.1341 0.3256 3.9482  0.02
H16 1.3424 1.8786 3.6423  0.02
H17 -1.0997 -2.3598 3.8279  0.03
H18 0.6608 -2.2596 3.8813  0.02
H19 -0.2925 -1.8015 5.2990  0.04

---

Record 4
Entry from OMol25: a cluster of 2 separate species, C5H12BrN in total (ωB97M-V/def2-TZVPD).

As for the HOMO energy: -8.9 eV. The gap between HOMO and LUMO comes out at 9.6 eV. As for the SMILES: C=C(C)C.CNBr. Its relative energy (zero: lowest compared OMol25 entry of this formula, charge and spin) is 0.891 eV.

Each line ends with the Löwdin charge.
Geometry (Å):
C1 1.5394 -0.4995 -0.5814  -0.04
C2 1.2477 0.6204 -0.0140  -0.42
C3 0.3193 1.4653 -0.8693  -0.08
C4 1.8048 0.9749 1.3681  -0.07
H1 1.0771 -0.7774 -1.5169  0.06
H2 2.3261 -1.1232 -0.0238  0.11
H3 -0.4944 2.0421 -0.3025  0.10
H4 0.6616 2.1951 -1.5173  0.04
H5 -0.2850 0.8268 -1.5634  0.08
H6 1.1632 1.5201 2.0864  0.07
H7 2.7033 1.6672 1.2930  0.09
H8 2.1939 0.1262 1.9616  0.07
C5 -2.5927 -0.9315 -0.0102  -0.24
N1 -1.4490 -1.6478 0.4144  -0.55
Br1 -0.9823 -3.1762 -0.5466  0.62
H9 -2.9678 -0.1874 0.6805  0.08
H10 -2.3327 -0.3259 -0.8032  0.03
H11 -3.3262 -1.6867 -0.2285  0.06
H12 -0.6063 -1.0826 0.1732  -0.02

---

Record 5
Entry from OMol25: a cluster of 3 separate species, C20H28O7 in total (ωB97M-V/def2-TZVPD).

As for the HOMO energy: -9.5 eV. The gap between HOMO and LUMO comes out at 8.6 eV. As for the SMILES: CC(C)[C@H](C)COC1=CC(=O)C=CC1=O.O=C1CCCO1.O=C1CCCO1.

Each line ends with the Löwdin charge.
Geometry (Å):
C1 3.7498 -1.1449 -0.2114  -0.08
C2 2.1490 -1.1599 -0.4684  -0.34
C3 1.4682 -1.6467 0.8919  -0.09
C4 1.6221 0.2330 -1.0466  -0.29
C5 1.6478 1.4542 -0.0028  -0.08
C6 0.1925 0.1161 -1.8147  -0.14
O1 -0.6753 -0.9136 -1.2734  -0.10
C7 -1.8075 -0.3600 -0.6206  -0.14
C8 -3.1070 -0.5558 -1.1642  0.10
C9 -4.3662 0.0441 -0.3756  -0.30
O2 -5.4798 -0.5415 -0.4638  0.02
C10 -4.1913 1.3439 0.5418  0.00
C11 -2.8894 1.5423 1.0736  0.02
C12 -1.7521 0.4624 0.7487  -0.22
O3 -0.8849 0.3012 1.6360  0.05
H1 4.2571 -2.0624 -0.6614  0.08
H2 4.2027 -0.2217 -0.7037  0.07
H3 3.9088 -1.1572 0.9262  0.07
H4 1.9596 -1.9833 -1.2497  0.14
H5 0.4416 -2.1435 0.7342  0.09
H6 1.4135 -0.8672 1.7152  0.07
H7 2.1354 -2.4940 1.3031  0.07
H8 2.3612 0.5288 -1.8838  0.13
H9 1.4544 1.1621 1.0763  0.06
H10 2.7194 1.8808 -0.0373  0.08
H11 0.9320 2.2769 -0.3430  0.08
H12 -0.3141 1.1326 -1.9457  0.13
H13 0.4665 -0.2283 -2.8816  0.13
H14 -3.3109 -1.1189 -2.1283  0.14
H15 -5.0514 2.0570 0.7598  0.12
H16 -2.6615 2.4384 1.7497  0.13
O4 3.4754 -5.2379 2.1907  0.12
C13 4.2211 -4.5154 2.7964  -0.48
C14 5.1442 -4.9363 3.9082  -0.08
C15 5.5155 -3.6078 4.5334  -0.17
C16 5.4152 -2.6575 3.3623  -0.17
O5 4.3751 -3.1889 2.5330  0.00
H17 6.0123 -5.4412 3.4782  0.13
H18 4.6330 -5.5862 4.6175  0.13
H19 6.4984 -3.6049 5.0073  0.12
H20 4.7745 -3.3399 5.2929  0.12
H21 6.3400 -2.6173 2.7789  0.13
H22 5.1523 -1.6465 3.6778  0.13
O6 -3.1613 3.1454 -1.7409  0.11
C17 -4.0507 3.6523 -2.3732  -0.47
C18 -5.2663 2.9419 -2.9055  -0.08
C19 -5.8006 3.9378 -3.9137  -0.16
C20 -5.3496 5.2595 -3.3357  -0.16
O7 -4.1119 4.9779 -2.6713  0.03
H23 -5.9690 2.7750 -2.0854  0.13
H24 -4.9941 1.9981 -3.3772  0.13
H25 -6.8801 3.8779 -4.0605  0.12
H26 -5.3191 3.7732 -4.8826  0.12
H27 -6.0572 5.6554 -2.6012  0.13
H28 -5.1875 6.0107 -4.1102  0.13

---

Record 6
Entry from OMol25: a structure of composition C24H26AsO3RuS6 (ωB97M-V/def2-TZVPD).

As for the spin multiplicity: 6. As for the HOMO energy (spin up / spin down): -7.4 / -8.1 eV. The gap between HOMO and LUMO (spin up / spin down) comes out at 7.7 / 6.4 eV.

Each line ends with the Löwdin charge.
Geometry (Å):
Ru1 0.4651 1.0099 0.4644  0.65
C1 0.1819 3.6737 2.8743  -0.53
C2 -1.1362 2.9897 3.2332  -0.50
S1 -1.7724 1.6855 2.1367  0.78
C3 -2.9656 2.5484 1.0945  -0.52
C4 -2.3804 3.6434 0.2204  -0.50
S2 -0.9732 3.0071 -0.7370  0.87
C5 0.0956 4.4580 -0.8643  -0.48
C6 0.9335 4.8247 0.3514  -0.53
S3 0.0930 5.2138 1.9106  0.88
H1 0.8715 2.9876 2.3731  0.02
H2 0.6619 3.9455 3.8164  0.07
H3 -1.9352 3.7218 3.3712  0.08
H4 -1.0076 2.4846 4.1916  0.07
H5 -3.7625 2.9520 1.7221  0.09
H6 -3.4017 1.7526 0.4879  0.05
H7 -2.0578 4.4825 0.8315  0.02
H8 -3.1428 3.9948 -0.4772  0.08
H9 -0.5367 5.2856 -1.1896  0.09
H10 0.7784 4.2125 -1.6826  0.06
H11 1.4884 5.7315 0.1011  0.08
H12 1.6771 4.0525 0.5425  0.00
S4 0.6619 -0.2411 2.5155  0.54
C7 1.1844 -1.9105 2.2983  -0.67
C8 1.5350 -2.6494 3.4315  -0.12
C9 1.8976 -3.9782 3.3143  -0.08
C10 1.9101 -4.6010 2.0721  -0.08
C11 1.5568 -3.8816 0.9426  -0.09
C12 1.1877 -2.5463 1.0522  -0.40
As1 0.8360 -1.4326 -0.4687  1.30
C13 -1.0970 -1.2262 -0.5333  -0.43
C14 -1.6258 -0.5103 -1.6085  -0.14
C15 -2.9939 -0.2826 -1.6798  -0.08
C16 -3.8301 -0.7505 -0.6771  -0.10
C17 -3.3011 -1.4380 0.4088  -0.08
C18 -1.9383 -1.6765 0.4835  -0.11
C19 1.1986 -2.5326 -2.0169  -0.36
C20 2.4901 -2.5618 -2.5305  -0.10
C21 2.7833 -3.4042 -3.5935  -0.07
C22 1.7958 -4.2078 -4.1415  -0.08
C23 0.5059 -4.1742 -3.6303  -0.08
C24 0.2038 -3.3387 -2.5650  -0.10
H13 1.5231 -2.1683 4.4000  0.10
H14 2.1748 -4.5319 4.2018  0.11
H15 2.1977 -5.6397 1.9855  0.10
H16 1.5716 -4.3573 -0.0314  0.10
H17 -0.9695 -0.1315 -2.3843  0.10
H18 -3.3994 0.2630 -2.5218  0.11
H19 -4.8967 -0.5779 -0.7378  0.11
H20 -3.9520 -1.7938 1.1963  0.11
H21 -1.5259 -2.2129 1.3302  0.10
H22 3.2500 -1.9064 -2.1293  0.09
H23 3.7857 -3.4222 -3.9999  0.11
H24 2.0297 -4.8593 -4.9732  0.10
H25 -0.2675 -4.7972 -4.0604  0.10
H26 -0.8059 -3.3145 -2.1702  0.10
O1 0.9743 1.3546 -1.7991  -0.63
S5 2.4565 1.6374 -1.7974  0.10
O2 3.2160 0.5259 -2.3011  -0.38
O3 2.7493 2.9375 -2.3358  -0.36
S6 2.7534 1.6813 0.2820  0.33

---

Record 7
Entry from OMol25: a cluster of 2 separate species, C4H12OP in total (ωB97M-V/def2-TZVPD).

As for the net charge: +1. As for the HOMO energy (spin up / spin down): -13.2 / -13.7 eV. The gap between HOMO and LUMO (spin up / spin down) comes out at 6.7 / 9.3 eV. Its relative energy (zero: lowest compared OMol25 entry of this formula, charge and spin) is 1.704 eV.

Each line ends with the Löwdin charge.
Geometry (Å):
C1 0.9637 0.7896 2.1752  -0.06
C2 -1.5875 -0.8301 0.1204  -0.22
C3 1.6874 -2.0112 -1.4391  0.21
C4 -0.9045 1.7313 -1.1418  -0.18
O1 0.5350 1.1946 0.8748  -0.38
P1 -0.1880 0.3067 -0.2411  0.98
H1 1.9828 0.9528 2.0447  0.08
H2 0.8084 -0.2567 2.3256  0.07
H3 0.2776 1.4378 2.8883  0.16
H4 -1.2221 -1.6283 0.7193  0.02
H5 -1.8542 -1.3216 -0.8341  0.07
H6 -2.4680 -0.4474 0.7526  0.10
H7 2.3369 -1.5161 -0.6985  0.02
H8 1.7714 -1.6637 -2.3902  -0.02
H9 0.9216 -2.6232 -1.2388  -0.04
H10 -0.2605 2.0836 -2.0048  0.08
H11 -1.0331 2.5585 -0.3861  0.09
H12 -1.7670 1.2433 -1.5264  0.02

---

Record 8
Entry from OMol25: a cluster of 13 separate species, H26O13 in total (ωB97M-V/def2-TZVPD).

As for the HOMO energy: -9.4 eV. The gap between HOMO and LUMO comes out at 9.2 eV. Its relative energy (zero: lowest compared OMol25 entry of this formula, charge and spin) is 4.036 eV.

Each line ends with the Löwdin charge.
Geometry (Å):
H1 0.7182 -0.3402 -0.2801  0.02
H2 1.3323 0.8773 -0.9514  0.01
H3 -1.0367 -1.1071 -1.7834  0.00
H4 -2.2749 -1.9557 -2.0214  0.04
H5 -2.3738 2.9534 -1.4884  0.03
H6 -1.3989 1.8029 -1.2986  0.03
H7 3.0276 1.5500 0.0501  -0.02
H8 3.4130 1.3972 -1.4121  0.04
H9 0.5115 -1.4974 3.6244  0.04
H10 -0.1994 -2.7184 3.0641  0.04
H11 0.9699 1.8874 2.0373  0.01
H12 2.0194 0.7954 2.1641  0.06
H13 -1.5051 -0.1318 -4.6909  0.04
H14 -0.0670 -0.1265 -4.1990  0.04
H15 4.5141 1.4737 2.0553  0.02
H16 5.5361 1.6755 0.9487  0.03
H17 -1.6052 2.2203 1.2285  0.03
H18 -1.2042 2.7623 2.5907  0.06
H19 1.1182 -3.2941 -1.9536  0.05
H20 0.3494 -4.6023 -1.8659  0.05
H21 -0.1529 -3.3235 0.5931  0.04
H22 1.1539 -2.6158 0.2745  0.04
H23 -2.1383 -0.6868 2.6013  0.00
H24 -3.4265 -0.1228 2.0248  0.03
H25 -4.4723 1.9866 0.2070  0.04
H26 -3.1827 1.7715 -0.5681  -0.03
O1 1.1360 -0.0545 -1.1004  -0.04
O2 -1.3291 -2.0232 -1.8486  -0.09
O3 -1.8133 2.3432 -1.9808  -0.04
O4 3.7611 1.6846 -0.5605  -0.06
O5 -0.3375 -1.7875 3.2722  -0.06
O6 1.6385 1.4133 1.5301  -0.05
O7 -0.9611 -0.3662 -3.9305  -0.05
O8 5.2170 1.0188 1.5779  -0.07
O9 -0.8556 2.2820 1.8312  -0.04
O10 0.3017 -3.6742 -1.6101  -0.07
O11 0.2551 -2.4504 0.5807  -0.07
O12 -2.5578 -0.4507 1.7663  -0.06
O13 -4.0809 1.4335 -0.4785  -0.04